# 1
# C2H7NO

2 unconnected molecules or ions with the total composition C2H7NO (ωB97M-V/def2-TZVPD, the Open Molecules 2025 dataset).

Properties
ΔE to the lowest compared entry with this formula, charge and spin (kJ/mol): 192.1
E (eV): -5723.2502
Charge: 0
Orbital gap (eV): 9.32
SMILES string: C=CN.O
HOMO (hartree): -0.3030

Each line ends with the natural charge from an NBO analysis.
Cartesian coordinates (Å):
C: -0.038 -0.283 1.280  -0.54
C: 1.205 -0.228 0.764  0.05
N: 2.203 -1.210 0.936  -0.82
H: -0.278 -1.299 1.626  0.18
H: -0.231 0.591 1.885  0.22
H: 1.609 0.744 0.496  0.17
H: 2.063 -1.823 1.730  0.37
H: 3.070 -0.772 1.231  0.37
H: -3.707 2.022 -3.179  0.47
H: -2.734 0.996 -3.799  0.47
O: -3.163 1.261 -2.970  -0.94

=====

# 2
# C2H7NO

2 unconnected molecules or ions with the total composition C2H7NO (ωB97M-V/def2-TZVPD, the Open Molecules 2025 dataset).

Properties
ΔE to the lowest compared entry with this formula, charge and spin (kJ/mol): 160.5
E (eV): -5723.5777
Charge: 0
Orbital gap (eV): 10.07
SMILES string: C=N.CO
HOMO (hartree): -0.3391

Each line ends with the natural charge from an NBO analysis.
Cartesian coordinates (Å):
C: -1.953 0.523 0.834  -0.01
N: -1.335 0.272 -0.234  -0.61
H: -1.711 -0.120 1.679  0.19
H: -2.753 1.257 0.813  0.17
H: -1.632 0.861 -1.011  0.36
H: -0.070 -0.614 -0.156  0.48
C: 1.910 -0.458 -0.369  -0.24
O: 0.757 -1.185 -0.126  -0.78
H: 2.581 -0.307 0.491  0.15
H: 2.521 -0.807 -1.211  0.16
H: 1.685 0.578 -0.710  0.14

=====

# 3
# C2H7NO2

2 unconnected molecules or ions with the total composition C2H7NO2 (ωB97M-V/def2-TZVPD, the Open Molecules 2025 dataset).

Properties
ΔE to the lowest compared entry with this formula, charge and spin (kJ/mol): 260.3
E (eV): -7770.8281
Charge: 0
Orbital gap (eV): 9.77
SMILES string: CC(N)=O.O
HOMO (hartree): -0.3453

Each line ends with the natural charge from an NBO analysis.
Cartesian coordinates (Å):
C: 0.836 0.119 -0.171  0.64
C: 1.929 -0.832 0.232  -0.69
H: -3.517 0.476 0.037  0.47
H: -2.475 -0.470 -0.292  0.44
H: -1.255 0.523 -0.707  0.41
H: -0.849 -1.056 -0.542  0.38
H: 2.908 -0.720 -0.157  0.25
H: 1.717 -2.041 0.220  0.19
H: 1.963 -0.493 1.406  0.26
N: -0.352 -0.135 -0.741  -0.82
O: -2.849 -0.124 0.439  -0.89
O: 1.272 1.250 0.169  -0.63

=====

# 4
# C2H7NO2P

2 unconnected molecules or ions with the total composition C2H7NO2P (ωB97M-V/def2-TZVPD, the Open Molecules 2025 dataset).

Properties
ΔE to the lowest compared entry with this formula, charge and spin (kJ/mol): 138.6
E (eV): -17062.8247
Charge: -1
Orbital gap (eV): 7.39
HOMO (hartree): -0.1127

Each line ends with the natural charge from an NBO analysis.
Cartesian coordinates (Å):
C: 0.958 -0.992 0.524  -0.67
C: 0.407 -0.191 -0.548  -0.73
N: -2.371 1.449 0.238  -1.21
O: -2.946 -0.710 -1.216  -1.15
O: -2.432 -0.816 1.331  -1.15
P: -2.226 -0.227 -0.040  2.22
H: 1.686 -0.569 1.151  0.18
H: 0.087 -1.199 1.245  0.24
H: 1.358 -2.031 0.227  0.18
H: 0.556 -0.456 -1.596  0.18
H: 0.560 0.926 -0.511  0.16
H: -1.479 1.785 0.710  0.38
H: -2.598 1.934 -0.575  0.37

=====

# 5
# C2H7NO2S

A single C2H7NO2S molecule (ωB97M-V/def2-TZVPD, the Open Molecules 2025 dataset).

Properties
ΔE to the lowest compared entry with this formula, charge and spin (kJ/mol): 321.0
E (eV): -18605.0657
Charge: 0
Orbital gap (eV): 10.71
SMILES string: CN(C)[SH](=O)=O
HOMO (hartree): -0.3731

Each line ends with the natural charge from an NBO analysis.
Cartesian coordinates (Å):
C: -0.718 1.109 -0.892  -0.42
C: -0.728 -1.002 1.008  -0.46
N: -0.222 -0.462 -0.279  -0.65
O: 2.138 -1.425 -0.251  -0.91
O: 1.704 0.639 1.088  -0.96
S: 1.453 -0.198 -0.086  2.10
H: -0.493 1.958 -0.326  0.21
H: -0.337 1.166 -1.886  0.21
H: -1.779 0.954 -1.087  0.22
H: -1.809 -1.218 1.004  0.22
H: -0.297 -2.011 1.002  0.23
H: -0.557 -0.316 1.839  0.21
H: 1.646 0.808 -1.135  -0.01

=====

# 6
# C2H7NO3

2 unconnected molecules or ions with the total composition C2H7NO3 (ωB97M-V/def2-TZVPD, the Open Molecules 2025 dataset).

Properties
ΔE to the lowest compared entry with this formula, charge and spin (kJ/mol): 99.2
E (eV): -9819.9324
Charge: 0
Orbital gap (eV): 10.99
SMILES string: O=CNCO.O
HOMO (hartree): -0.3822

Each line ends with the natural charge from an NBO analysis.
Cartesian coordinates (Å):
O: 1.448 -0.146 1.243  -0.61
C: 1.195 -1.289 0.958  0.53
N: 0.031 -1.731 0.403  -0.64
C: -0.888 -0.719 -0.138  0.07
O: -0.689 -0.560 -1.507  -0.72
H: 1.898 -2.101 1.190  0.11
H: 0.120 -2.533 -0.212  0.39
H: -1.884 -1.131 -0.042  0.18
H: -0.716 0.151 0.495  0.19
H: 0.038 0.037 -1.724  0.48
H: -1.459 2.899 -0.538  0.47
H: -0.043 3.305 -0.231  0.47
O: -0.837 3.624 -0.676  -0.93

=====

# 7
# C2H7NO3

2 unconnected molecules or ions with the total composition C2H7NO3 (ωB97M-V/def2-TZVPD, the Open Molecules 2025 dataset).

Properties
ΔE to the lowest compared entry with this formula, charge and spin (kJ/mol): 168.5
E (eV): -9819.2140
Charge: 0
Orbital gap (eV): 9.88
SMILES string: NCC(=O)O.O
HOMO (hartree): -0.3588

Each line ends with the natural charge from an NBO analysis.
Cartesian coordinates (Å):
O: -0.575 -1.234 -0.937  -0.57
C: -0.093 -0.585 0.016  0.74
O: 0.404 -1.248 1.116  -0.73
C: 0.538 0.753 -0.304  -0.33
N: 0.917 0.996 -1.691  -0.82
H: 0.774 -2.137 0.909  0.52
H: -0.132 1.533 -0.020  0.22
H: 1.506 0.861 0.292  0.22
H: 1.852 0.808 -1.925  0.36
H: 0.330 0.684 -2.394  0.38
H: -2.121 -0.432 0.963  0.47
H: -1.229 0.036 2.093  0.47
O: -2.172 -0.034 1.882  -0.92

=====

# 8
# C2H7NO3

2 unconnected molecules or ions with the total composition C2H7NO3 (ωB97M-V/def2-TZVPD, the Open Molecules 2025 dataset).

Properties
ΔE to the lowest compared entry with this formula, charge and spin (kJ/mol): 80.0
E (eV): -9820.1310
Charge: 0
Orbital gap (eV): 10.23
SMILES string: NCC(=O)O.O
HOMO (hartree): -0.3543

Each line ends with the natural charge from an NBO analysis.
Cartesian coordinates (Å):
O: -1.148 -1.165 0.579  -0.60
C: -0.247 -0.462 0.949  0.77
O: 0.295 -0.621 2.184  -0.68
C: 0.271 0.790 0.247  -0.32
N: -0.712 1.816 0.072  -0.81
H: -0.324 -1.254 2.606  0.49
H: 0.682 0.491 -0.714  0.21
H: 1.149 1.083 0.828  0.20
H: -1.123 1.857 -0.849  0.37
H: -1.464 1.752 0.743  0.36
H: 1.263 -0.746 -2.519  0.47
H: 0.743 -0.762 -3.962  0.47
O: 1.291 -0.262 -3.349  -0.94